Molecular formula: C38H63N2O7S5
Method: DFT, the ωB97M-V functional and the def2-TZVPD basis

Summary:
HOMO in eV: -10.145
Energy in a.u.: -4112.4997
Spin multiplicity: 1
Orbital gap in eV: 6.6
Charge: +1
E_LUMO in eV: -3.6

Positions of all 115 atoms, in Å:
C -0.6333 1.3701 5.5724
C 0.1265 1.9643 4.3732
C -0.6156 3.0873 3.6507
O -2.0316 2.9216 3.6097
C -2.5282 2.4032 2.3924
C -2.3811 0.8662 2.4469
C -3.1557 0.4165 3.6466
N -3.6001 -0.7589 3.4473
C -3.1163 -1.3352 2.1698
C -1.7765 -2.0238 2.5476
C -1.4949 -3.3457 1.8329
C 0.0347 -3.6051 1.8611
S 0.8277 -3.5154 0.2584
C 1.6471 -1.9591 0.2113
S 1.4290 -0.8097 1.3624
N 2.4749 -1.8478 -0.9130
C 3.3041 -0.6634 -0.9240
C 4.3453 -0.5905 -0.0036
C 5.2023 0.4956 0.0250
C 5.0273 1.5351 -0.8874
C 3.9944 1.4715 -1.8105
C 3.1422 0.3725 -1.8327
C 1.7061 -2.0519 -2.1366
C 0.4052 -1.5870 -2.2797
C -0.2935 -1.8348 -3.4543
C 0.2881 -2.5308 -4.5079
C 1.6030 -2.9592 -4.3841
C 2.3097 -2.7226 -3.2073
C -3.0047 0.0027 1.3213
C -4.4331 0.4017 0.9598
C -4.6031 1.6306 0.0667
O -5.3740 2.6420 0.7394
C -5.2758 3.8527 0.0724
O -6.0495 4.0985 -0.7808
C -4.1937 4.8161 0.4444
C -2.9902 4.7816 -0.5210
C -2.0614 -0.3634 0.1494
O -2.3710 0.2462 -1.0869
C -3.2253 -0.4980 -1.9249
C -3.2672 0.1490 -3.2902
H -1.4953 1.9569 5.8701
H 0.0340 1.3216 6.4263
H -0.9129 0.3361 5.3808
H 0.4187 1.1638 3.6966
H 1.0637 2.3764 4.7344
H -0.4286 4.0185 4.1770
H -0.1940 3.2170 2.6532
H -3.5837 2.6529 2.3826
H -2.0126 2.8262 1.5358
H -1.3083 0.6991 2.4739
H -3.3777 1.0040 4.5195
H -4.1941 -1.2842 4.0775
H -3.7890 -2.0665 1.7348
H -0.9230 -1.3782 2.3764
H -1.8017 -2.2336 3.6138
H -1.9707 -4.1986 2.3080
H -1.8045 -3.3339 0.7918
H 0.2250 -4.6062 2.2350
H 0.5361 -2.9333 2.5495
H 4.4741 -1.4024 0.6987
H 6.0018 0.5158 0.7454
H 5.7123 2.3675 -0.8633
H 3.8572 2.2829 -2.5044
H 2.3545 0.3524 -2.5692
H -0.0738 -1.0372 -1.4834
H -1.3136 -1.5044 -3.5736
H -0.2764 -2.7172 -5.4045
H 2.0668 -3.4692 -5.2127
H 3.3277 -3.0739 -3.1544
H -5.0445 0.5666 1.8428
H -4.8814 -0.4575 0.4676
H -5.1091 1.3773 -0.8608
H -3.6317 2.0315 -0.2105
H -3.8667 4.6646 1.4685
H -4.6138 5.8122 0.4077
H -2.0437 4.7266 0.0067
H -2.9389 5.6933 -1.0990
H -3.0221 3.9594 -1.2306
H -1.0615 -0.0271 0.4100
H -2.0143 -1.4391 -0.0072
H -2.9135 -1.5447 -1.9981
H -4.2546 -0.5291 -1.5583
H -3.8064 -0.5000 -3.9715
H -3.8206 1.0815 -3.2160
H -2.2681 0.3762 -3.6458
C 6.4083 -4.6277 3.2200
S 4.9823 -3.5402 3.2951
O 4.3793 -3.6902 4.6473
C 3.9775 -4.4821 2.1542
H 7.1620 -4.2405 3.9026
H 6.1154 -5.6324 3.5244
H 6.7983 -4.6353 2.2019
H 3.8495 -5.5002 2.5241
H 4.4505 -4.4937 1.1741
H 3.0103 -3.9933 2.0838
C -3.2386 7.2362 -4.4003
S -1.7734 7.9134 -3.6115
O -1.7929 7.4540 -2.1954
C -2.3268 9.6209 -3.6141
H -3.1182 6.1564 -4.4582
H -4.1197 7.4777 -3.8056
H -3.3311 7.6475 -5.4052
H -3.2693 9.7005 -3.0725
H -2.4462 9.9601 -4.6428
H -1.5655 10.2192 -3.1187
C 7.4198 -6.2132 -2.3405
S 5.9940 -5.1283 -2.2431
O 5.4239 -5.2944 -0.8782
C 4.9538 -6.0705 -3.3635
H 8.1830 -5.8228 -1.6710
H 7.1350 -7.2184 -2.0304
H 7.7989 -6.2206 -3.3621
H 4.8380 -7.0871 -2.9882
H 5.4072 -6.0780 -4.3546
H 3.9816 -5.5828 -3.4090

Cartesian forces, eV/Å:
0.560 -0.003 -0.011
-0.200 -0.128 0.238
0.382 0.019 0.309
0.137 0.143 -0.481
-0.142 -0.414 0.730
-0.651 1.591 -0.700
0.692 -0.325 -0.519
-0.733 -0.425 0.085
0.831 0.491 0.233
-0.525 -0.471 -0.433
0.947 0.047 -0.057
-0.469 -0.159 0.220
0.326 -0.269 -0.392
-0.064 -0.224 0.327
0.359 0.196 0.115
-1.506 1.010 0.075
0.751 0.212 -0.148
0.027 -0.215 0.059
-0.411 -0.048 -0.367
0.008 -0.272 0.202
0.287 -0.150 0.407
-0.201 0.032 -0.100
0.703 -0.762 -0.786
-0.028 -0.027 -0.139
0.029 -0.222 -0.221
0.251 0.191 0.526
-0.168 0.240 0.236
-0.322 0.035 -0.085
0.283 -1.921 0.924
-0.170 0.155 -0.578
0.159 0.241 0.044
0.663 -0.320 0.463
0.268 0.139 0.349
-1.159 0.213 -1.262
0.578 -0.017 0.539
0.057 -0.017 -0.106
-0.179 0.920 -0.419
0.149 0.090 0.263
-0.447 -0.248 -0.509
-0.148 0.243 0.436
-0.166 0.049 -0.050
0.015 -0.024 0.204
-0.317 -0.093 -0.047
-0.028 -0.083 -0.191
0.169 0.147 -0.076
-0.166 0.142 0.144
-0.162 0.009 -0.222
-0.130 0.199 -0.303
-0.003 0.065 -0.252
0.105 -0.418 0.537
0.037 0.073 0.256
0.036 0.138 0.202
-0.455 0.082 0.165
-0.011 0.261 -0.031
0.090 0.008 0.194
-0.369 0.078 0.111
-0.226 0.027 -0.083
0.138 -0.233 -0.180
0.147 0.151 0.010
0.055 -0.077 0.062
0.145 0.055 0.112
-0.006 0.179 -0.093
-0.093 0.064 -0.199
-0.120 -0.102 -0.055
0.026 0.065 0.088
0.015 0.095 0.139
-0.067 -0.054 -0.192
0.183 -0.119 -0.024
0.182 0.059 0.323
0.019 0.076 0.215
-0.119 -0.109 -0.111
-0.145 -0.062 -0.123
0.118 0.090 0.026
0.012 -0.142 0.127
-0.304 0.111 -0.027
0.103 -0.092 0.182
-0.022 0.193 -0.187
-0.064 -0.160 -0.036
0.202 -0.052 -0.029
-0.093 -0.202 0.106
0.339 -0.046 0.113
-0.043 0.003 0.280
0.058 -0.080 -0.257
-0.009 0.183 -0.104
0.080 -0.069 -0.180
0.108 -0.061 0.000
0.028 0.059 0.012
-0.029 -0.018 -0.036
-0.041 -0.123 -0.077
-0.033 0.033 0.009
-0.044 0.020 0.016
-0.028 0.011 -0.011
0.031 0.025 0.061
0.051 -0.022 -0.129
-0.058 0.088 0.043
-0.100 -0.008 -0.019
0.051 0.026 -0.071
-0.079 -0.042 0.048
-0.063 0.084 0.003
0.046 0.002 0.013
0.031 0.014 0.033
0.020 -0.006 -0.007
0.009 -0.047 0.015
0.022 -0.007 -0.007
0.033 -0.039 0.005
0.063 -0.085 -0.041
0.050 0.073 -0.048
-0.069 0.001 0.119
-0.039 -0.093 -0.043
-0.029 0.045 0.007
-0.047 0.024 0.020
0.008 0.023 -0.003
0.013 0.017 0.041
0.005 0.021 -0.004
0.010 0.026 0.037

Mulliken population analysis, charges in e, atoms 1 to 2: atom 1 (C): -1.087, atom 2 (C): 0.279